The following is a quantum chemistry calculation of a structure of composition C38H31AlBr3N3O4P at a distorted geometry, from the Open Molecules 2025 dataset.

Structure (ORCA input):
```
! wB97M-V def2-TZVPD RIJCOSX def2/J DEFGRID3
* xyz 1 1
Al 2.623 -0.192 -0.616
Br 6.649 -0.952 4.223
C 5.402 -1.415 2.921
C 4.058 -1.436 3.343
C 3.099 -1.319 2.376
N 3.416 -1.142 1.105
C 4.644 -1.504 0.678
C 5.752 -1.493 1.600
C 4.762 -1.801 -0.720
C 5.961 -2.244 -1.344
C 5.973 -2.459 -2.706
Br 7.560 -2.357 -3.585
C 4.713 -2.689 -3.343
C 3.638 -2.106 -2.724
N 3.626 -1.681 -1.448
H 3.801 -1.612 4.402
H 2.067 -1.317 2.560
H 6.761 -1.294 1.274
H 6.861 -2.284 -0.737
H 4.793 -3.094 -4.343
H 2.736 -1.928 -3.291
O 0.465 -1.124 0.594
C 0.586 0.057 1.037
O 1.616 0.778 0.643
C -0.328 0.727 1.998
P -0.351 2.593 1.893
C -2.095 2.863 1.358
C -2.713 2.159 0.274
C -4.009 2.422 -0.080
C -4.816 3.342 0.623
C -4.187 4.035 1.680
C -2.858 3.836 2.033
C -0.618 2.866 3.724
C -1.651 2.311 4.460
C -1.814 2.619 5.837
C -1.035 3.680 6.394
C -0.111 4.295 5.603
C 0.240 3.761 4.345
H 0.068 0.378 2.953
H -1.384 0.282 2.004
H -2.190 1.394 -0.269
H -4.422 1.885 -0.955
H -5.886 3.452 0.498
H -4.766 4.645 2.397
H -2.378 4.290 2.907
H -2.329 1.552 4.003
H -2.639 2.147 6.393
H -1.157 4.010 7.448
H 0.497 5.101 6.001
H 1.117 4.219 3.746
Br 4.523 1.201 -1.002
C -3.507 -3.645 -4.441
O -3.079 -2.579 -3.610
C -3.253 -2.858 -2.305
C -4.393 -3.524 -1.775
C -4.284 -4.042 -0.463
C -3.080 -3.987 0.279
C -2.104 -3.140 -0.178
C -2.240 -2.462 -1.413
N -1.312 -1.446 -1.729
C -1.428 -0.609 -2.764
C -0.611 0.449 -3.120
C -1.192 1.301 -4.036
C -0.491 2.380 -4.582
C 0.766 2.685 -4.083
C 1.445 1.790 -3.248
C 0.773 0.702 -2.665
O 1.482 -0.246 -2.011
H -2.847 -3.717 -5.347
H -4.576 -3.623 -4.729
H -3.369 -4.605 -3.975
H -5.245 -3.758 -2.378
H -5.073 -4.641 -0.094
H -2.911 -4.505 1.239
H -1.276 -2.897 0.495
H -0.463 -1.422 -1.157
H -2.358 -0.689 -3.332
H -2.256 1.061 -4.130
H -1.073 3.060 -5.266
H 1.180 3.606 -4.377
H 2.505 1.900 -2.967
*
```

## Properties
- HOMO-LUMO gap (eV) = 6.4
- E_HOMO (eV) = -10.3
- largest force on an atom (eV/Å) = 3.3
- E_tot (eV) = -278580.98109

Here are the Mulliken charges for atoms 1 to 5, given in e: 0.355, -0.111, 0.187, -0.889, -0.396